[1]
The following is a quantum chemistry calculation of a single C4H8OS3 molecule, from the OMol25 dataset.

XYZ file:
```
16
Properties=species:S:1:pos:R:3:forces:R:3
C -0.2629 -3.0933 0.4069 -0.42 -0.17 -0.17
C 0.3072 -0.9871 1.4573 0.35 1.26 -0.29
C 0.0289 1.4287 0.1308 0.78 0.79 1.13
C -0.4470 2.2985 -1.0011 -0.93 0.30 0.59
H -0.3286 -4.0681 0.8405 -0.16 -0.60 0.30
H 0.4342 -3.1669 -0.4038 0.31 0.27 -0.65
H -1.2556 -2.7862 0.0770 0.11 0.17 -0.03
H 1.1063 1.5976 0.2758 -0.29 0.05 0.12
H -0.4802 1.7690 1.0385 0.13 -0.39 0.05
H -1.5298 2.1686 -1.1716 0.31 0.10 0.18
H -0.2870 3.3614 -0.7597 -0.06 -0.44 0.08
H 1.5120 2.3142 -2.4280 -0.14 0.03 0.33
O 0.2536 -2.2919 1.4420 0.30 -0.64 1.54
S 0.8631 -0.1000 2.7262 -0.23 -0.56 -0.21
S -0.1550 -0.3363 -0.0856 -0.64 0.21 -0.86
S 0.2408 1.8920 -2.5452 0.60 -0.38 -2.11
```
Positions in Å, forces in eV/Å.

The value obtained for the energy is -38829.9913 eV. For the strongest force on any atom, the calculation gives 0.043 hartree/bohr. As for the spin multiplicity: 1.



[2]
The following is a quantum chemistry calculation of 2 unconnected molecules or ions with the total composition CH2ClO2S, from the OMol25 dataset.

XYZ file:
```
7
Properties=species:S:1:pos:R:3:forces:R:3
C 0.4674 -0.4737 0.4936 -3.29 -0.75 -2.15
O 1.0159 -0.0556 -1.9552 -0.57 1.32 -0.11
O 1.3377 1.8941 -0.3648 -0.28 0.49 -0.58
S 0.6202 0.7085 -0.7720 1.78 -2.48 1.67
Cl -3.2030 -0.5973 1.1154 0.28 -0.01 -0.04
H 0.0978 -0.2991 1.5000 0.26 0.65 0.05
H -0.3361 -1.1768 -0.0171 1.82 0.77 1.17
```
Positions in Å, forces in eV/Å.

The value obtained for the energy is -28520.8987 eV. The net charge is -1. For the strongest force on any atom, the calculation gives 0.078 hartree/bohr. As for the spin multiplicity: 1.



[3]
The following is a quantum chemistry calculation of a molecular structure, C24H59LiN4O9, from the OMol25 dataset.

XYZ file:
```
97
Properties=species:S:1:pos:R:3:forces:R:3
Li 18.3982 8.3944 6.6559 -0.55 0.60 -0.42
C 15.3897 9.6105 4.9056 -1.23 0.30 -0.68
C 16.1967 9.1694 6.0744 0.02 -3.21 -0.57
O 16.9370 9.9642 6.5997 2.32 3.90 1.55
O 16.3474 7.9442 6.3743 -0.79 -0.75 -0.61
H 16.1043 9.8305 4.1125 0.02 -0.16 -0.16
H 14.8495 10.5461 5.0505 0.19 0.14 0.34
H 14.6462 8.8973 4.5497 0.29 -0.27 0.04
C 23.2389 10.6064 7.5019 -1.24 -0.71 -0.55
C 21.8836 9.8876 7.1294 0.13 0.51 -1.34
C 21.2633 10.4689 5.7658 0.25 -0.49 0.72
O 20.0392 9.7958 5.5515 0.24 -1.58 0.82
C 19.5010 9.9109 4.2687 -0.19 0.36 0.26
N 22.0180 8.4184 7.1690 0.02 0.13 -0.55
H 23.7804 10.1478 8.3293 -0.57 0.05 0.37
H 23.0051 11.6549 7.6864 0.36 0.00 0.10
H 23.9592 10.5167 6.6887 -0.21 0.22 -0.38
H 21.0492 10.1388 7.7843 0.41 -0.04 0.67
H 21.9242 10.3604 4.9058 0.27 -0.32 -0.14
H 20.9862 11.5223 5.8066 0.48 0.43 0.44
H 18.5944 9.3073 4.2262 -0.24 0.32 0.14
H 20.1515 9.4942 3.4997 0.38 0.34 -0.17
H 19.2952 10.9761 4.1637 -0.29 0.03 -0.89
H 21.2397 7.9822 6.6956 -1.01 0.27 0.37
H 22.7276 8.0639 6.5438 1.02 0.51 0.06
C 21.4183 9.5864 11.5366 -0.41 -0.15 0.51
O 20.4362 9.0110 10.6847 0.20 -0.89 0.25
C 19.3507 9.7935 10.1809 0.80 -0.55 -1.24
C 18.3742 8.8296 9.3184 1.01 1.24 1.80
N 19.2100 8.0196 8.4214 -0.72 0.51 -0.26
C 18.7641 6.6156 8.2770 0.34 -1.02 0.69
C 19.3906 5.9065 7.0688 1.92 0.49 -1.19
O 19.1940 6.7402 5.9091 -1.14 1.30 -0.43
C 19.5763 6.4516 4.5672 0.66 -0.30 0.29
H 21.9774 8.7960 12.0374 -0.63 -0.45 0.16
H 20.9063 10.1963 12.2808 0.20 0.16 0.18
H 22.2678 10.1322 11.1259 -0.51 0.58 -1.03
H 19.8686 10.4915 9.5231 -0.54 0.39 -0.55
H 18.8857 10.4169 10.9446 -0.46 -0.44 0.23
H 17.6866 9.5019 8.8054 -0.19 -0.33 -0.14
H 17.8672 8.1619 10.0150 -0.35 0.19 0.17
H 20.0777 8.0970 8.9324 0.78 -0.87 -0.63
H 17.6845 6.4651 8.2830 -0.11 0.76 -0.34
H 19.0920 6.0982 9.1787 0.13 -0.50 0.03
H 19.2410 4.8510 6.8411 -1.34 -0.01 0.36
H 20.4714 5.8624 7.2034 0.48 0.37 0.39
H 18.8768 5.8241 4.0149 0.22 -0.91 0.58
H 20.6321 6.1809 4.5784 -0.04 -0.98 -0.22
H 19.6084 7.2876 3.8686 -0.37 0.97 0.96
C 21.3766 14.2830 6.7616 1.89 0.55 -1.70
O 20.6703 14.3201 5.5255 -2.74 0.24 1.14
C 19.1886 14.5175 5.7589 0.78 -0.48 0.09
C 18.5482 14.7372 4.4229 0.00 -0.53 -1.63
N 17.0461 14.9538 4.3673 2.78 0.29 0.54
C 16.3760 13.8105 4.9308 -1.79 0.15 -0.35
C 14.8884 14.0524 4.6787 -1.16 -0.96 1.08
O 14.0078 13.0347 5.1950 -0.14 -1.17 0.49
C 13.8782 12.7566 6.6026 0.14 1.57 0.09
H 22.4229 14.2142 6.4643 0.38 0.49 -0.50
H 21.4308 13.3517 7.3253 -1.66 0.09 0.65
H 21.3198 15.2769 7.2058 -0.44 -0.49 0.97
H 18.8401 15.3509 6.3689 1.10 0.66 0.35
H 18.8160 13.6698 6.3338 0.04 -0.52 -0.41
H 18.8482 13.9434 3.7388 -0.37 -1.12 0.22
H 19.1357 15.4796 3.8828 -0.53 1.13 0.51
H 16.8744 14.9338 3.3722 -0.32 0.27 -0.17
H 16.4327 13.7694 6.0186 0.73 -0.22 -0.08
H 16.6695 12.8903 4.4256 0.15 -0.47 0.45
H 14.6086 14.0163 3.6258 0.32 0.40 -0.12
H 14.5641 14.9846 5.1412 0.31 0.41 -0.26
H 14.5617 13.3505 7.2094 0.82 -0.37 -0.13
H 13.9105 11.7033 6.8811 0.43 -0.01 -0.54
H 12.9575 13.1512 7.0325 -0.72 -0.07 -0.65
C 9.5029 9.7847 -5.3057 0.09 0.11 1.40
O 9.1146 9.2067 -4.0017 0.28 0.07 -1.59
C 9.5467 9.9602 -2.9003 1.50 0.19 -0.53
C 11.0785 9.9078 -2.8434 -0.57 -0.11 0.62
N 11.4767 10.3294 -1.5570 0.13 1.24 1.60
C 12.8386 10.1781 -1.1676 0.91 0.43 1.19
C 12.9973 10.3091 0.3672 -1.08 -0.30 -0.48
O 14.3121 10.5425 0.6607 2.53 1.37 -0.10
C 14.7189 11.3807 1.7611 0.05 -1.41 -0.32
H 9.2286 9.0876 -6.0975 -1.05 0.47 0.22
H 10.5417 9.9706 -5.5784 0.86 -0.69 1.10
H 9.1841 10.8259 -5.2580 -1.09 -0.10 -0.82
H 9.1607 9.5824 -1.9536 -0.32 -0.53 -0.30
H 9.2549 11.0097 -2.9372 -0.30 0.24 -0.30
H 11.5176 10.5955 -3.5662 0.09 -0.26 -0.32
H 11.4154 8.8802 -2.9795 -0.02 -0.28 -0.74
H 10.8554 10.1207 -0.7886 -0.16 -0.29 -0.30
H 13.4794 11.0202 -1.4289 -0.05 0.11 -0.93
H 13.3001 9.2668 -1.5478 0.10 -0.29 -0.03
H 12.7340 9.3989 0.9060 -0.77 -0.08 0.06
H 12.3663 11.1631 0.6135 -0.28 0.00 0.46
H 15.7984 11.2400 1.8170 -0.03 -0.47 0.29
H 14.2128 10.9791 2.6390 0.21 0.51 0.37
H 14.6665 12.4668 1.6859 -1.03 0.11 -0.55
```
Positions in Å, forces in eV/Å.

The value obtained for the energy is -50431.3954 eV. For the strongest force on any atom, the calculation gives 0.093 hartree/bohr. As for the spin multiplicity: 1.



[4]
The following is a quantum chemistry calculation of a molecular structure, C5H7AgMgO3, from the OMol25 dataset.

XYZ file:
```
17
Properties=species:S:1:pos:R:3:forces:R:3
C -3.0358 0.2279 -0.6452 -2.29 -1.60 2.17
C -3.3822 -0.1140 0.5363 3.91 -1.22 -1.04
H -3.2149 -0.1280 -1.6544 0.76 1.04 -0.37
H -4.1903 -0.7263 0.9211 -0.44 0.71 0.38
H -1.9992 -0.5962 1.0605 -2.02 1.08 -1.37
O -1.0657 0.7902 -0.7213 0.13 1.25 -0.90
Ag -1.3405 -3.3549 -0.5434 0.11 -0.24 0.18
O -0.6283 -1.0306 0.4972 0.16 0.29 -0.36
C -0.2412 -0.0621 -0.1925 -0.69 -0.63 1.01
O 1.0054 0.2849 -0.3884 -0.29 1.00 -0.61
C 2.0217 0.0346 0.5486 0.83 -0.84 0.70
C 3.3206 0.6427 0.2246 -0.08 -0.01 -0.08
H 1.8904 -0.9031 1.0911 0.00 0.36 -0.06
H 3.9404 -0.0477 -0.3759 -0.05 0.25 0.17
H 3.8467 0.8633 1.1601 0.05 -0.09 -0.19
H 3.2016 1.5830 -0.3340 0.11 -0.18 0.11
Mg -0.1286 2.5363 -1.1844 -0.21 -1.17 0.27
```
Positions in Å, forces in eV/Å.

The value obtained for the energy is -20846.6927 eV. The net charge is +3. For the strongest force on any atom, the calculation gives 0.082 hartree/bohr. As for the spin multiplicity: 2.



[5]
The following is a quantum chemistry calculation of a molecular structure, C3H6NOP, from the OMol25 dataset.

XYZ file:
```
12
Properties=species:S:1:pos:R:3:forces:R:3
C -0.8840 -0.1523 -0.4021 2.43 0.42 -0.63
C -0.3849 1.2206 0.1025 -2.02 0.77 -2.30
C -0.0917 -1.1646 0.3395 2.74 -2.19 1.49
N 1.0402 1.2131 0.1004 -0.37 1.25 0.88
O 2.9398 -0.4578 -0.1698 2.19 -1.96 -0.03
P 1.5544 -0.2183 0.0957 -1.62 0.51 0.01
H -1.8926 -0.2899 -0.4495 -2.87 -0.33 0.35
H -0.5013 -0.2021 -1.4156 -0.31 -0.03 -0.61
H -0.6888 1.9274 -0.7434 0.07 -0.45 1.45
H -0.9537 1.4688 1.0127 0.74 0.28 0.07
H -0.1415 -1.0567 1.4599 -0.49 -0.40 -0.86
H 0.0041 -2.2883 0.0697 -0.48 2.11 0.18
```
Positions in Å, forces in eV/Å.

The value obtained for the energy is -16033.4397 eV. For the strongest force on any atom, the calculation gives 0.074 hartree/bohr. As for the spin multiplicity: 1.



[6]
The following is a quantum chemistry calculation of a molecular structure, C20H23AlN3O7, from the OMol25 dataset.

XYZ file:
```
54
Properties=species:S:1:pos:R:3:forces:R:3
O -1.2480 4.2330 -0.8316 -0.03 -0.11 0.19
C -0.9256 2.9973 -0.1518 0.28 0.06 0.03
C -1.6960 1.7875 -0.6794 0.06 -0.10 0.13
Al -0.6523 0.4923 -1.8619 -0.34 -0.02 -0.30
H -2.1984 4.2063 -0.9574 -0.22 0.03 -0.02
H 0.1557 2.8962 -0.3047 -0.08 -0.03 0.07
H -1.0849 3.1387 0.9284 0.01 0.04 -0.09
H -2.1107 1.2327 0.1721 -0.02 0.08 -0.08
H -2.5594 2.1484 -1.2579 0.01 -0.04 0.02
H -1.1918 -1.0491 -1.6772 0.07 0.05 0.06
H 0.9455 0.6079 -1.5237 -0.04 0.02 0.11
H -0.9523 0.9512 -3.4183 0.16 -0.04 0.06
C -0.2630 5.3799 -4.8271 0.06 -0.07 0.00
C -0.1218 4.5105 -3.7538 -0.14 0.12 -0.10
C 0.8409 3.5145 -3.7919 0.00 -0.03 -0.01
C 1.6429 3.4229 -4.9135 0.04 -0.25 0.03
C 1.5132 4.2634 -6.0013 0.04 0.08 -0.11
C 0.5488 5.2560 -5.9488 0.00 0.04 -0.03
N 2.6640 2.3479 -4.9498 -0.31 0.40 0.18
O 2.8106 1.7157 -3.9311 0.31 -0.23 -0.14
O 3.2913 2.1861 -5.9834 0.02 -0.06 0.00
H -1.0200 6.1536 -4.7954 0.00 0.01 0.00
H -0.7644 4.5810 -2.8864 0.11 -0.01 0.00
H 0.9476 2.8006 -2.9877 0.03 -0.01 0.02
H 2.1551 4.1358 -6.8604 0.00 -0.02 0.01
H 0.4277 5.9289 -6.7881 0.00 0.01 0.00
C 3.4710 -2.0232 2.6859 0.01 0.02 -0.02
C 2.9014 -1.3033 3.7276 0.02 -0.01 0.02
C 1.6324 -0.7664 3.5871 0.01 -0.04 0.12
C 0.9646 -0.9774 2.3980 -0.15 0.09 -0.10
C 1.5193 -1.6584 1.3311 -0.01 -0.04 -0.04
C 2.7881 -2.1899 1.4894 0.07 -0.01 0.02
N -0.4191 -0.4786 2.2569 0.25 -0.02 -0.06
O -0.8464 0.2795 3.1086 -0.02 -0.04 0.00
O -1.0421 -0.8804 1.2998 -0.16 0.13 0.12
H 4.4558 -2.4553 2.8067 0.01 0.01 0.00
H 3.4417 -1.1647 4.6547 0.01 -0.01 0.00
H 1.1552 -0.2107 4.3804 -0.02 0.01 -0.01
H 0.9647 -1.7560 0.4077 0.00 0.02 -0.03
H 3.2417 -2.7444 0.6798 -0.01 0.03 -0.03
C -3.5407 -3.6171 3.1524 0.03 0.00 -0.04
C -2.5889 -3.2652 2.2049 -0.10 -0.02 -0.03
C -1.3242 -3.8309 2.2538 0.03 -0.01 -0.05
C -1.0466 -4.7379 3.2582 0.17 -0.08 -0.06
C -1.9789 -5.1112 4.2065 -0.09 -0.01 0.12
C -3.2380 -4.5373 4.1475 0.00 -0.02 0.04
N 0.3040 -5.3410 3.3216 -0.06 0.14 -0.02
O 1.1406 -4.9420 2.5382 -0.06 -0.06 0.02
O 0.5005 -6.1967 4.1639 0.01 -0.04 0.02
H -4.5253 -3.1701 3.1132 0.00 0.01 0.00
H -2.8182 -2.5483 1.4284 0.02 -0.01 0.03
H -0.5692 -3.5770 1.5258 0.02 0.03 -0.01
H -1.7150 -5.8268 4.9704 0.02 0.00 -0.01
H -3.9829 -4.8088 4.8837 -0.01 0.00 0.00
```
Positions in Å, forces in eV/Å.

The value obtained for the energy is -46505.1502 eV. The net charge is -1. For the strongest force on any atom, the calculation gives 0.010 hartree/bohr. As for the spin multiplicity: 1.